Density functional theory data (wB97M-V/def2-TZVPD) for a cluster of 17 separate species, C63H162F6N15O28S2 in total.

Geometry as ORCA input:
```
! RIJCOSX wB97M-V def2-TZVPD def2/J DEFGRID3
* xyz -1 1
S -0.3517 -0.2649 0.0247
S 1.1993 -1.4648 1.5859
F 0.8381 0.1953 -2.3223
F 2.4251 -2.4469 3.8103
F 3.8140 -1.4283 2.3933
F -1.2092 0.7682 -2.2328
F 0.0524 2.0850 -1.2158
F 2.5122 -0.1923 3.5021
O -3.2437 -0.0226 2.9127
O -0.5924 3.2333 5.5529
O 2.6568 4.9920 -7.0745
O -1.4426 0.3796 0.7528
O 3.0860 1.6044 -5.4077
O -4.1337 3.7435 1.0087
O 1.0085 2.1228 2.3348
O 5.9881 -0.2376 6.4625
O -5.4039 0.0720 -3.2589
O 1.5484 -2.6197 0.7916
O -0.6517 -1.6205 -0.5192
O -9.5983 6.8629 3.1645
O 1.3559 -3.6168 8.1226
O 0.0009 -1.5928 2.4629
O -0.9033 9.3709 -5.6924
O 2.3801 0.6105 8.0020
O -5.4433 -6.1383 1.4537
O 2.3769 -2.0438 -5.2299
O 1.3410 -8.9922 -2.9720
O -1.0634 -4.8309 3.9610
O -0.9286 -1.6556 -8.5406
O 5.5971 3.7021 3.5420
O 3.4256 0.9462 -0.3734
O -2.2980 4.0225 -6.3810
O 0.9505 6.4736 -1.8977
O 3.9649 -5.2881 -0.9873
O -2.1314 -3.4867 -3.6603
O 5.7280 -2.7911 10.4855
N -1.2367 1.8929 3.8181
N -4.4229 -4.3648 -0.7878
N 2.0593 2.4071 -7.9233
N 0.9387 -6.3330 -1.5808
N -1.0045 -6.5914 2.7031
N 0.1390 -1.1467 7.2020
N 6.1130 -3.1786 7.6845
N 1.2275 -0.1616 0.8014
N 0.9986 -3.4874 -7.2415
N -2.6324 2.1430 5.4048
N 4.9301 2.0229 2.2057
N -6.6852 4.7966 2.0134
N -1.4811 -4.6402 1.7976
N 3.7253 2.6097 3.8125
N -0.9933 5.8070 -4.3615
C -5.3850 5.4938 2.2631
C -2.8448 2.7499 -6.1003
C -1.1542 -5.3130 2.8253
C -0.2273 -2.4226 6.6202
C 0.1111 -2.3941 -9.1851
C 1.2789 0.9847 7.1079
C -2.6125 -3.4668 -2.2889
C -0.9326 -2.7093 -3.8434
C 3.7056 5.4515 -7.9440
C -0.1118 0.8178 -1.5434
C 6.5316 -2.6793 6.3262
C 5.0734 -0.6985 -1.1929
C -3.3933 -1.2969 3.4453
C 0.4542 4.5459 2.4883
C 1.2190 3.3742 1.8103
C -5.5880 -6.3348 2.8796
C -3.9131 -4.2677 -2.1908
C 1.3872 4.8393 -7.6930
C 4.0003 -4.9660 0.3907
C -0.0219 5.4410 -2.1576
C -10.3421 7.2510 4.3394
C 0.8081 -3.5549 6.8107
C 1.3807 -5.0664 -1.0028
C 2.8175 -4.6756 -1.5891
C -1.3953 -0.5358 -9.2681
C 0.3173 -3.7219 -8.5212
C 2.4647 -3.3817 -7.2391
C -4.5800 -0.1323 -1.0534
C -6.1496 -5.0549 0.8322
C 5.9489 -1.3624 10.4962
C 2.9114 1.7554 8.6627
C -0.3986 7.1261 -4.6726
C -0.1929 4.8870 -3.5983
C 2.6242 -1.4007 2.9063
C 4.8213 2.8559 3.2292
C 1.4617 3.5890 -8.6131
C -2.9592 3.1063 0.6873
C 1.8711 -7.4322 -1.1457
C 3.7589 0.0224 -1.3814
C 2.6319 2.4463 -4.3356
C -8.3445 6.2040 3.3312
C -5.5508 -0.6836 -2.1057
C -1.4088 2.4508 5.0108
C 5.0209 -0.0509 5.4641
C -1.2927 7.9550 -5.5854
C -4.1501 4.4552 2.2486
C 1.4023 6.5337 -0.5627
C 2.7460 -1.8360 -3.8821
C -1.7767 10.2021 -6.4897
C -2.5435 2.4791 -4.6297
C 1.5654 -8.8750 -1.5653
C 2.9267 -3.2353 -5.8053
C 0.9144 -0.2415 6.3326
C 2.4484 -8.5662 -3.8449
C 7.0108 -1.2046 6.2718
C -7.8697 5.7324 1.9421
C -4.2511 -2.0662 2.4317
C 4.6635 -3.2925 9.6447
C -5.7720 -4.8827 -0.6386
C 1.1470 1.8302 -6.9642
C 0.6558 -4.4755 8.9976
C 1.9619 0.9968 -5.9878
C 4.8411 -2.7807 8.2157
H -8.6725 5.1051 1.5545
H -0.9296 5.6971 -1.6111
H 2.2605 3.5784 1.5619
H -2.6474 10.5373 -5.9262
H -3.1290 1.5122 4.7919
H 0.8238 4.7794 -3.9762
H -7.6656 6.5629 1.2663
H 5.0372 -1.2522 -0.2547
H 1.2946 -5.1994 0.0756
H 3.2960 1.6158 9.6730
H 3.2901 -5.5168 1.0075
H 2.7858 -4.3379 -7.6523
H 2.8516 -4.7284 -2.6772
H 2.4141 -9.4587 -1.2089
H 7.3036 -3.3304 5.9161
H 3.6687 -2.9305 9.9044
H 5.4103 -0.1150 4.4480
H -0.9022 -1.6988 -3.4359
H -6.6155 -6.2785 3.2390
H 7.4762 -1.0675 5.2957
H -2.9192 2.2765 1.3930
H 0.5178 6.9913 -5.2472
H -5.1430 6.1259 1.4087
H -0.1799 7.7145 -3.7815
H 3.8227 2.0955 8.1708
H -3.5840 0.0356 -1.4632
H 0.4462 3.3355 -8.9174
H 0.6618 2.6293 -6.4037
H -4.8443 0.8726 -0.7239
H 1.9048 -7.4977 -0.0582
H -0.6200 -4.2727 -8.5996
H 3.3286 -9.1207 -3.5196
H 2.0362 1.9780 -3.5521
H 4.9559 -5.3726 0.7217
H -3.0619 2.6393 -0.2923
H -1.3185 11.1551 -6.7541
H -7.5697 6.7558 3.8635
H 1.1546 5.7693 -8.2118
H 0.6634 5.4867 1.9792
H -2.8349 3.3241 -4.0059
H -3.2613 5.0837 2.3050
H -2.0101 3.6403 0.7346
H -0.5391 -2.3374 5.5793
H -1.1069 7.4491 -6.5328
H -0.7267 -7.1201 3.5176
H 3.4000 2.9184 -3.7231
H -1.5081 2.2669 -4.3632
H -2.8721 2.5724 6.2870
H 2.4527 -0.8625 -3.4890
H 3.0700 1.9196 3.4742
H -4.1304 3.7992 3.1188
H 7.8485 -1.0871 6.9591
H 2.6296 0.5744 0.0137
H -3.8992 2.6309 -6.3497
H 5.7308 -2.7906 5.5951
H 3.9701 -3.8779 0.4466
H 3.4000 3.2467 4.5256
H 1.3231 0.5274 -5.2395
H 0.9508 -4.2771 -9.2130
H -2.3347 7.8705 -5.2768
H -0.4291 -4.4958 8.8942
H 4.5909 -4.3766 9.5571
H 4.0080 -3.1696 -5.6847
H -1.0763 -2.6429 7.2674
H 2.3019 2.6579 8.7076
H 5.2795 -1.4618 -1.9432
H -4.5245 -0.8165 -0.2067
H -0.6308 4.4565 2.4342
H 2.8791 -7.2493 -1.5181
H -3.1783 1.6800 -4.2469
H 0.0452 -6.5619 -1.1691
H 4.4948 0.9019 5.5231
H -1.9656 -3.9323 -1.5453
H 6.7537 -2.7970 8.3657
H -0.5459 -0.0206 -9.7166
H -1.8203 0.1521 -8.5371
H 0.3263 4.6083 -1.5465
H 6.6267 -1.0839 11.3030
H 0.6961 -2.6595 -6.7484
H 5.0099 -0.8446 10.6921
H 0.5833 7.0131 -0.0266
H 1.7259 5.6664 0.0128
H 0.7568 3.2965 0.8262
H 0.4307 -4.4928 6.4032
H -2.5566 4.3858 -7.2312
H -5.3561 6.1443 3.1372
H 1.7019 -3.2399 6.2722
H -1.0385 -6.9042 1.7434
H -10.5365 6.3934 4.9835
H 2.1824 -2.4901 -3.2168
H 1.0384 -1.8215 -9.2019
H 3.6367 0.5324 -2.3369
H 0.7854 4.6252 3.5238
H 4.5377 5.8845 -7.3889
H -6.6519 4.2671 1.1540
H -0.3757 2.0921 3.3291
H -6.4672 -4.1761 -1.0920
H 2.2758 -8.9022 -4.8674
H -0.0834 -3.1174 -3.2954
H 2.9363 -0.6761 -1.2283
H -2.3932 -1.7277 3.3969
H 2.1062 3.2838 -4.7944
H -8.5296 5.3200 3.9415
H 1.0894 1.4741 1.6318
H -0.5761 3.8669 -3.6265
H 1.8294 -0.7983 6.1304
H 2.4722 0.2534 -6.6002
H 4.1797 1.3758 2.0099
H -5.9561 -5.7839 -1.2236
H 4.2424 -0.7938 5.6378
H -1.5371 -5.0942 0.8972
H -5.2899 -1.7405 2.3786
H -11.3877 7.5424 4.2398
H -2.1603 -0.7232 -10.0215
H 0.7212 -4.2498 -1.2966
H -2.7888 -2.4360 -1.9816
H -3.7693 -4.9322 -0.2672
H 5.7346 1.9970 1.5957
H 3.9622 -2.9931 7.6069
H 1.9833 3.7263 -9.5603
H 6.4338 -1.0206 9.5818
H -1.9969 1.5481 3.2495
H 0.4659 1.4384 7.6747
H 0.6113 4.8059 -6.9282
H -5.9558 -4.1091 1.3383
H -7.2315 -5.1432 0.9311
H -4.6842 -3.8855 -2.8598
H 0.4211 0.0792 5.4151
H -9.7697 7.9197 4.9822
H -5.1614 -7.3053 3.1330
H -1.7540 -3.6769 1.9304
H -3.8164 -5.3002 -2.5266
H -4.9857 -5.5853 3.3928
H 5.9637 -0.0697 -1.2013
H 2.3038 7.1347 -0.4441
H 2.8510 2.7274 -7.3841
H -1.5542 5.3684 -5.0779
H -0.2030 -2.5762 -10.2129
H 1.5797 1.7559 6.3987
H 0.8308 -5.5430 8.8643
H -0.7824 -2.5880 -4.9162
H 0.7873 -1.4417 7.9181
H 2.7419 -2.5735 -7.9159
H -2.6903 -0.0579 2.1290
H 2.7356 -7.5219 -3.7220
H -3.7777 -1.3038 4.4653
H -2.3355 2.0591 -6.7722
H -2.0161 9.7444 -7.4495
H 0.4303 1.2213 -7.5152
H -6.5405 -0.5466 -1.6701
H 3.3361 6.2579 -8.5775
H -6.2109 -0.0988 -3.7500
H 4.8205 -1.6931 8.2844
H 2.6430 -4.1496 -5.2842
H -5.3103 -1.7312 -2.2872
H 2.8570 -3.6034 -1.3967
H 4.2191 4.6772 -8.5139
H 3.7709 -2.1664 -3.7132
H -4.2071 -3.1221 2.6989
H -3.9521 -2.0982 1.3840
H 0.7448 -4.2437 10.0590
H 0.6825 -9.2621 -1.0564
*
```

HOMO-LUMO gap: 7.725 eV
DFT total energy: -185600.6634 eV